1.
2 unconnected molecules or ions with the total composition C4H11NO3. Source: the OMol25 dataset; level of theory: the ωB97M-V functional and the def2-TZVPD basis.

CARTESIAN COORDINATES (ANGSTROEM)
1 O -1.33241 1.49951 -0.29675
2 O 2.55147 -1.26787 0.39522
3 O 1.42194 0.64973 0.78679
4 N -2.24501 -0.44835 -0.87804
5 C -1.87036 0.03266 1.51871
6 C -1.84640 0.32573 0.06312
7 C 1.80775 -0.01817 -1.49865
8 C 1.50365 -0.45978 -0.08228
9 H -1.34984 0.81600 2.07651
10 H 1.75324 -0.86790 -2.18633
11 H 2.82265 0.38892 -1.56663
12 H -1.45717 1.57050 -1.26097
13 H 1.11481 0.75921 -1.83428
14 H 2.67602 -0.93737 1.30199
15 H 0.75779 1.25533 0.40616
16 H 0.57193 -1.02777 -0.03402
17 H -2.90597 -0.02319 1.86201
18 H -2.60236 -1.32514 -0.47958
19 H -1.37173 -0.92205 1.70700

Values from the calculation:
SMILES   [H]/N=C(\C)O.CC(O)O
Multiplicity   1
Energy   -11958.870 eV
Net charge   0
Lowest unoccupied orbital energy   0.65 eV
Relative energy (zero: lowest compared OMol25 entry of this formula, charge and spin)   1.239 eV
Gap between HOMO and LUMO   10.689 eV
HOMO energy   -10.03 eV

Löwdin population analysis, charges in e, atoms 1 to 2: number 1, O, carries 0.042; number 2, O, carries -0.007



2.
2 unconnected molecules or ions with the total composition C4H11NO3S. Source: the OMol25 dataset; level of theory: the ωB97M-V functional and the def2-TZVPD basis.

CARTESIAN COORDINATES (ANGSTROEM)
1 S -0.99360 -0.50827 0.02103
2 O -3.72821 0.50446 0.05644
3 O -1.53770 -0.65386 -1.34709
4 O -1.21858 -1.57877 0.97681
5 N -2.83822 1.33051 0.75084
6 C 0.86706 -0.06378 0.03351
7 C 1.11751 0.91975 -1.18269
8 C 1.46328 -1.42783 -0.45797
9 C 1.09293 0.36170 1.37601
10 H 0.90062 -0.31615 2.21450
11 H 0.62950 0.45869 -2.03199
12 H -3.26765 0.26088 -0.84887
13 H 0.66156 -2.02337 -0.67605
14 H 2.20507 -1.35289 -1.36368
15 H 0.76843 2.00653 -0.97084
16 H -3.07502 1.09330 1.73140
17 H 0.60541 1.23878 1.51326
18 H 2.13673 0.96727 -1.43472
19 H 2.03206 -1.87965 0.26360
20 H 2.17882 0.66272 1.37649

Values from the calculation:
Multiplicity   1
Energy   -22788.941 eV
Net charge   0
Lowest unoccupied orbital energy (alpha / beta)   0.02 / -1.26 eV
Relative energy (zero: lowest compared OMol25 entry of this formula, charge and spin)   5.153 eV
Gap between HOMO and LUMO (alpha / beta)   8.603 / 8.178 eV
HOMO energy (alpha / beta)   -8.58 / -9.44 eV

Löwdin population analysis, charges in e, atoms 1 to 2: number 1, S, carries 0.817; number 2, O, carries -0.184



3.
2 unconnected molecules or ions with the total composition C4H11NO4P. Source: the OMol25 dataset; level of theory: the ωB97M-V functional and the def2-TZVPD basis.

CARTESIAN COORDINATES (ANGSTROEM)
1 P -0.35648 -1.34876 -1.03622
2 O -0.21451 -2.63479 -0.36111
3 O -2.95025 0.57445 1.18448
4 O 0.33001 -1.31127 -2.36439
5 O -1.59766 -0.56369 -0.71303
6 N 0.76798 -0.14997 0.06200
7 C 0.61438 1.21387 -0.36656
8 C 2.10110 -0.62084 -0.24922
9 C -2.85625 1.08309 0.12659
10 C 0.33773 -0.36545 1.52054
11 H -0.03357 1.75098 0.42787
12 H 1.53263 1.83766 -0.56751
13 H -2.09074 1.87567 -0.09180
14 H -0.00233 1.14434 -1.33449
15 H 0.47227 0.67027 1.89026
16 H -0.78127 -0.53000 1.44838
17 H 2.54862 -0.22511 -1.18907
18 H -3.53918 0.82572 -0.78320
19 H 0.90228 -1.10054 2.04462
20 H 1.95793 -1.69294 -0.21326
21 H 2.85733 -0.43268 0.56513

Values from the calculation:
Multiplicity   1
Energy   -23297.334 eV
Net charge   -1
Lowest unoccupied orbital energy   3.53 eV
Relative energy (zero: lowest compared OMol25 entry of this formula, charge and spin)   1.878 eV
Gap between HOMO and LUMO   7.761 eV
HOMO energy   -4.23 eV

Löwdin population analysis, charges in e, atoms 1 to 2: number 1, P, carries 0.104; number 2, O, carries -0.339



4.
A molecular structure, C4H11NOP. Source: the OMol25 dataset; level of theory: the ωB97M-V functional and the def2-TZVPD basis.

CARTESIAN COORDINATES (ANGSTROEM)
1 P 2.53913 0.61498 0.25337
2 O 1.33511 -1.68156 -0.65629
3 N -1.00862 -1.43161 -0.05301
4 C 1.31452 -0.57034 -0.26784
5 C -0.47359 0.01158 0.02822
6 C -0.42120 0.55811 1.41180
7 C -1.03614 0.97054 -1.11391
8 H 2.40356 1.36372 -0.83391
9 H -0.06430 -1.95490 -0.39753
10 H -2.09195 1.22514 -0.80854
11 H -0.11930 1.57111 1.42201
12 H -1.43837 0.74197 1.87960
13 H 0.11067 -0.01870 2.18726
14 H -0.89266 0.42178 -2.05432
15 H -1.23545 -1.67900 0.86317
16 H -1.80054 -1.79782 -0.69205
17 H -0.54348 2.01144 -0.96435
18 H 3.42260 -0.35644 -0.20368

Values from the calculation:
Multiplicity   1
Energy   -17143.652 eV
Net charge   +1
Lowest unoccupied orbital energy   -3.67 eV
Relative energy (zero: lowest compared OMol25 entry of this formula, charge and spin)   1.786 eV
Gap between HOMO and LUMO   10.143 eV
HOMO energy   -13.82 eV

Löwdin population analysis, charges in e, atoms 1 to 2: number 1, P, carries 0.973; number 2, O, carries 0.062



5.
A gas-phase ion, C4H11NOP (charge +1). Source: the OMol25 dataset; level of theory: the ωB97M-V functional and the def2-TZVPD basis.

CARTESIAN COORDINATES (ANGSTROEM)
1 P 0.58351 -0.99113 -1.96721
2 O 0.77380 0.36314 -0.74242
3 N -0.15405 -0.57341 1.87919
4 C -1.35308 1.70666 -1.05310
5 C -0.54537 0.93638 -0.02113
6 C 0.73512 -1.63399 1.46708
7 C -0.74618 0.45094 1.28284
8 H 0.37053 -2.62002 1.94219
9 H -0.15218 -0.50668 2.95204
10 H -1.01104 2.74488 -1.16478
11 H -2.45401 1.57924 -0.91220
12 H -1.34578 1.17868 1.99267
13 H 1.78166 -1.41728 -1.51801
14 H 1.71361 -1.57480 1.95812
15 H 0.77212 -1.79001 0.27421
16 H -1.08519 1.32564 -2.10124
17 H 0.92102 1.14042 -1.22875
18 H 1.19552 -0.31868 -3.03949

Values from the calculation:
Multiplicity   1
Energy   -17142.089 eV
Net charge   +1
Lowest unoccupied orbital energy   -4.26 eV
Relative energy (zero: lowest compared OMol25 entry of this formula, charge and spin)   3.349 eV
Gap between HOMO and LUMO   7.931 eV
HOMO energy   -12.19 eV

Löwdin population analysis, charges in e, atoms 1 to 2: number 1, P, carries 1.012; number 2, O, carries -0.321



6.
2 unconnected molecules or ions with the total composition C4H11NOS. Source: the OMol25 dataset; level of theory: the ωB97M-V functional and the def2-TZVPD basis.

CARTESIAN COORDINATES (ANGSTROEM)
1 S -1.12469 1.31888 -0.29344
2 O 2.56472 -2.26258 0.87560
3 N 0.83168 -1.51442 -0.41060
4 C 2.11508 -1.48145 0.07635
5 C 2.90521 -0.30983 -0.53508
6 C -1.55443 1.70357 1.44225
7 C -2.50430 0.20718 -0.73040
8 H -0.77055 2.32831 1.86524
9 H -1.54657 0.77349 2.00188
10 H 0.10519 -2.18160 -0.20482
11 H -2.48202 2.26360 1.40122
12 H -3.33617 0.37981 -0.04689
13 H 2.20023 0.52929 -0.60020
14 H -2.16787 -0.81924 -0.58333
15 H -2.84342 0.34309 -1.75044
16 H 3.67124 0.08827 0.12603
17 H 0.64296 -0.83601 -1.10918
18 H 3.29371 -0.53038 -1.52421

Values from the calculation:
SMILES   CC(N)=O.CSC
Multiplicity   1
Energy   -18699.375 eV
Net charge   0
Lowest unoccupied orbital energy   0.72 eV
Relative energy (zero: lowest compared OMol25 entry of this formula, charge and spin)   0.543 eV
Gap between HOMO and LUMO   9.461 eV
HOMO energy   -8.75 eV

Löwdin population analysis, charges in e, atoms 1 to 2: number 1, S, carries 0.704; number 2, O, carries 0.046



7.
C4H11NOS in the gas phase. Source: the OMol25 dataset; level of theory: the ωB97M-V functional and the def2-TZVPD basis.

CARTESIAN COORDINATES (ANGSTROEM)
1 S 2.33840 -0.85098 -1.85699
2 O -3.20589 0.76095 0.11498
3 N -1.09141 -0.24645 -0.03510
4 C -1.83445 1.01687 -0.10139
5 C 0.99936 0.53002 1.19110
6 C 1.10262 -1.28118 -0.54778
7 C 0.36742 -0.03314 -0.07325
8 H 0.48119 0.68812 -0.88757
9 H 0.89007 -0.09448 2.07354
10 H 2.05374 0.71095 0.96112
11 H -1.71662 1.46349 -1.09124
12 H -1.46071 -0.68188 0.81781
13 H 0.61475 1.52357 1.42445
14 H 0.47297 -1.96624 -1.10532
15 H -3.49213 0.07415 -0.49316
16 H -1.54631 1.69476 0.70007
17 H 1.65031 -1.81457 0.22440
18 H 3.37669 -1.49395 -1.31566

Values from the calculation:
SMILES   C[C@@H](CS)NCO
Multiplicity   1
Energy   -18698.633 eV
Net charge   0
Lowest unoccupied orbital energy   0.91 eV
Relative energy (zero: lowest compared OMol25 entry of this formula, charge and spin)   1.285 eV
Gap between HOMO and LUMO   9.966 eV
HOMO energy   -9.06 eV

Löwdin population analysis, charges in e, atoms 1 to 2: number 1, S, carries 0.689; number 2, O, carries -0.054



8.
2 unconnected molecules or ions with the total composition C4H11NOS. Source: the OMol25 dataset; level of theory: the ωB97M-V functional and the def2-TZVPD basis.

CARTESIAN COORDINATES (ANGSTROEM)
1 S -1.16048 0.29718 -0.65245
2 O -2.00007 0.31475 -1.82400
3 N -1.34298 -1.39363 -0.33703
4 C -1.04608 1.01934 1.91596
5 C -2.13771 0.96803 0.86034
6 C 2.71353 0.67110 -1.79267
7 C 2.13604 -0.53094 -2.02551
8 H 2.38284 1.63137 -2.14638
9 H -2.44011 2.00650 0.57490
10 H -2.06734 -1.77152 -0.99459
11 H 2.47630 -1.47264 -1.60021
12 H -0.10097 1.34393 1.52206
13 H -2.85701 0.22937 1.25931
14 H 1.19218 -0.48005 -2.52965
15 H -0.89578 0.02770 2.27859
16 H -0.90508 -1.87616 0.45100
17 H 3.61108 0.72010 -1.13586
18 H -1.30902 1.66013 2.77577

Values from the calculation:
Multiplicity   3
<S²>   2.01
Energy   -18690.868 eV
Net charge   0
Lowest unoccupied orbital energy (alpha / beta)   0.47 / -4.01 eV
Relative energy (zero: lowest compared OMol25 entry of this formula, charge and spin)   2.786 eV
Gap between HOMO and LUMO (alpha / beta)   3.944 / 3.918 eV
HOMO energy (alpha / beta)   -3.47 / -7.92 eV

Löwdin population analysis, charges in e, atoms 1 to 2: number 1, S, carries 0.790; number 2, O, carries -0.476



9.
A gas-phase ion, C4H11NP (charge +1). Source: the OMol25 dataset; level of theory: the ωB97M-V functional and the def2-TZVPD basis.

CARTESIAN COORDINATES (ANGSTROEM)
1 P 1.55434 -1.65580 0.16724
2 N -0.21653 -0.40014 -1.26664
3 C -1.09943 0.42119 1.05229
4 C -0.00048 1.06166 1.75196
5 C -0.97155 0.62083 -0.57710
6 C 1.20658 -0.37142 -0.97461
7 H -0.62076 1.64862 -0.70040
8 H 0.96948 1.39220 1.30832
9 H 2.86640 -1.34864 0.53763
10 H 1.68564 0.57973 -0.53680
11 H -0.07611 1.17552 2.82679
12 H -0.39552 -1.40389 -1.30843
13 H -0.44631 -0.02898 -2.21094
14 H -1.95432 0.54893 -1.02874
15 H -1.13140 -0.67368 1.06005
16 H 2.03780 -2.65315 -0.62019
17 H -2.02077 0.81630 1.28744

Values from the calculation:
Multiplicity   1
Energy   -15092.820 eV
Net charge   +1
Lowest unoccupied orbital energy (alpha / beta)   -5.65 / -3.85 eV
Relative energy (zero: lowest compared OMol25 entry of this formula, charge and spin)   5.519 eV
Gap between HOMO and LUMO (alpha / beta)   6.678 / 9.490 eV
HOMO energy (alpha / beta)   -12.32 / -13.34 eV

Löwdin population analysis, charges in e, atoms 1 to 2: number 1, P, carries 0.878; number 2, N, carries -0.076



10.
C4H11NP2 in the gas phase. Source: the OMol25 dataset; level of theory: the ωB97M-V functional and the def2-TZVPD basis.

CARTESIAN COORDINATES (ANGSTROEM)
1 P -2.22954 0.15397 -1.10288
2 P -0.11282 1.92545 0.58988
3 N 0.67929 0.36568 0.37197
4 C -1.86611 1.22642 0.37399
5 C 0.84784 -0.05752 -0.86348
6 C 0.90820 -0.49027 1.56926
7 C 1.17406 -1.39635 -1.31036
8 H -0.22509 2.62760 -0.70968
9 H 1.80719 -1.19631 1.48621
10 H 1.32181 0.23821 2.25783
11 H -2.28946 -1.09272 -0.20872
12 H -0.02626 -0.98384 1.76506
13 H 0.48574 0.78349 -1.57699
14 H 1.28310 -1.44837 -2.32466
15 H -2.06753 0.78554 1.35059
16 H 2.15443 -1.64054 -0.92202
17 H 0.45147 -2.12264 -1.06026
18 H -2.29633 2.32220 0.31427

Values from the calculation:
Multiplicity   1
Energy   -24389.987 eV
Net charge   0
Lowest unoccupied orbital energy (alpha / beta)   0.24 / 0.24 eV
Relative energy (zero: lowest compared OMol25 entry of this formula, charge and spin)   3.414 eV
Gap between HOMO and LUMO (alpha / beta)   6.359 / 6.362 eV
HOMO energy (alpha / beta)   -6.12 / -6.12 eV

Löwdin population analysis, charges in e, atoms 1 to 2: number 1, P, carries 0.541; number 2, P, carries 0.846